[1]
# C54H137F18N7O8P3S8V

A molecular structure, C54H137F18N7O8P3S8V at a distorted geometry (wB97M-V/def2-TZVPD, the Open Molecules 2025 dataset).

2S+1 ... 3
Orbital gap (alpha / beta) ... 7.94 / 8.45 eV
E_tot ... -274192.85644 eV
Highest occupied orbital energy (alpha / beta) ... -8.52 / -8.52 eV
Total charge ... 0

Last column: Mulliken charge in e.
Cartesian coordinates (Å):
V -10.997 20.783 15.334  0.86
P -8.625 24.891 16.060  1.77
F -7.227 24.047 16.173  -0.35
F -8.207 25.188 14.487  -0.41
F -9.396 23.577 15.445  -0.76
F -9.978 25.758 15.866  -0.37
F -9.068 24.525 17.576  -0.37
F -7.828 26.208 16.595  -0.35
P -9.320 17.470 15.846  1.49
F -8.837 17.356 14.311  -0.36
F -7.859 18.110 16.230  -0.35
F -9.781 18.974 15.681  0.19
F -9.800 17.513 17.379  -0.35
F -10.789 16.949 15.404  -0.17
F -8.712 16.010 15.983  -0.40
P -14.666 20.509 14.384  0.99
F -13.052 20.642 14.607  0.88
F -14.960 20.872 15.973  -0.25
F -14.783 22.056 13.973  -0.55
F -16.285 20.220 14.125  -0.40
F -14.445 20.193 12.784  0.27
F -14.477 18.933 14.675  -0.37
C -9.345 20.094 19.413  -0.82
S -9.013 21.541 18.333  0.28
O -9.679 21.127 17.013  -0.41
C -7.160 21.304 18.183  -0.94
H -10.407 19.961 19.618  0.10
H -8.972 20.316 20.413  0.54
H -8.933 19.162 19.026  0.28
H -6.614 21.497 19.106  0.44
H -6.735 21.884 17.364  0.21
H -7.078 20.265 17.865  0.30
C -7.417 22.408 12.942  -0.61
S -7.606 21.112 14.194  0.24
O -9.088 21.048 14.497  -0.70
C -7.040 19.677 13.149  -0.80
H -8.265 22.410 12.256  0.04
H -6.460 22.306 12.432  0.55
H -7.392 23.379 13.436  0.15
H -5.986 19.859 12.939  0.56
H -7.630 19.629 12.234  0.09
H -7.224 18.773 13.729  0.16
C -19.729 25.536 15.185  -0.89
S -18.365 26.331 14.126  0.54
O -17.706 27.369 15.057  -0.69
C -17.213 24.908 14.145  0.14
H -19.985 24.543 14.815  0.16
H -20.648 26.119 15.112  0.47
H -19.452 25.377 16.227  0.26
H -17.783 24.080 13.724  -0.45
H -16.861 24.652 15.144  0.46
H -16.316 24.972 13.527  -0.01
C -12.106 24.769 13.337  -0.57
S -11.129 23.279 12.795  0.05
O -11.142 22.244 13.917  0.20
C -12.322 22.696 11.484  0.31
H -11.899 25.626 12.696  0.44
H -11.546 25.130 14.200  0.06
H -13.162 24.579 13.530  0.14
H -13.219 22.291 11.953  -0.37
H -11.772 21.965 10.892  -0.66
H -12.723 23.460 10.818  0.73
C -12.161 23.840 18.725  -1.23
S -12.360 23.599 16.877  0.65
O -11.897 22.222 16.406  -0.57
C -14.201 23.695 16.925  -0.74
H -12.567 23.054 19.361  0.28
H -12.615 24.788 19.015  0.51
H -11.098 23.821 18.966  0.31
H -14.384 24.723 17.237  0.72
H -14.653 23.039 17.669  0.32
H -14.571 23.513 15.916  -0.26
C -13.650 17.528 17.122  -0.73
S -12.463 18.750 17.874  0.23
O -12.059 19.580 16.628  -0.86
C -13.800 19.653 18.790  -0.10
H -13.204 17.015 16.270  0.09
H -14.671 17.884 16.979  -0.03
H -13.710 16.713 17.843  0.56
H -13.368 20.615 19.067  0.12
H -14.097 19.098 19.680  0.46
H -14.678 19.865 18.180  -0.30
C -12.251 17.422 12.850  -1.18
S -11.684 19.090 12.346  0.96
O -11.104 19.701 13.637  -1.24
C -10.295 18.641 11.305  -0.97
H -13.027 17.456 13.615  -0.20
H -11.456 16.793 13.252  0.63
H -12.670 16.901 11.989  0.58
H -10.486 18.040 10.416  0.55
H -9.541 18.053 11.829  0.41
H -9.801 19.575 11.037  0.09
C -18.722 22.188 12.002  -0.27
S -17.755 23.146 10.762  0.07
O -17.568 24.613 11.217  -0.45
C -16.121 22.295 10.979  0.78
H -19.738 22.573 12.095  0.52
H -18.223 22.173 12.971  -0.46
H -18.744 21.153 11.660  0.26
H -16.038 21.234 10.744  -0.05
H -15.869 22.314 12.039  -0.67
H -15.267 22.759 10.484  0.15
C -14.453 19.380 7.457  -1.62
C -14.205 20.599 8.385  0.11
N -12.990 21.389 8.161  0.96
C -11.804 20.583 8.486  -0.21
C -10.476 21.403 8.491  -1.62
C -12.871 22.099 6.873  -0.61
C -14.121 23.063 6.692  -1.34
H -14.218 19.716 6.447  0.41
H -15.495 19.065 7.527  0.44
H -13.853 18.490 7.647  0.27
H -15.083 21.244 8.348  0.33
H -14.203 20.337 9.443  -0.47
H -12.047 20.207 9.480  -0.07
H -11.739 19.693 7.861  0.49
H -10.106 21.523 7.473  0.47
H -10.623 22.383 8.946  0.33
H -9.697 20.869 9.035  0.36
H -12.705 21.402 6.051  0.39
H -12.006 22.760 6.925  0.47
H -14.317 23.603 7.618  0.30
H -15.074 22.564 6.516  0.27
H -13.991 23.816 5.914  0.42
C -14.281 14.926 20.886  -1.09
C -15.712 14.680 20.393  -0.64
N -16.227 15.856 19.644  0.70
C -16.497 17.035 20.505  -0.35
C -17.533 16.871 21.638  -1.56
C -17.339 15.391 18.802  -0.78
C -17.815 16.438 17.808  -0.41
H -14.300 15.853 21.459  0.26
H -13.682 15.039 19.982  0.16
H -13.819 14.107 21.437  0.43
H -15.707 13.784 19.772  0.46
H -16.322 14.424 21.260  0.33
H -15.529 17.260 20.953  0.31
H -16.779 17.918 19.932  0.08
H -18.583 16.740 21.374  0.33
H -17.259 16.049 22.299  0.32
H -17.501 17.773 22.249  0.48
H -18.179 15.215 19.474  0.40
H -17.067 14.461 18.302  0.31
H -16.974 16.760 17.195  -0.22
H -18.074 17.314 18.402  0.23
H -18.668 16.098 17.219  0.28
C -19.659 15.058 11.104  -1.26
C -18.928 16.381 10.815  -0.67
N -17.447 16.267 10.829  1.13
C -16.933 15.146 9.974  -1.03
C -17.212 15.229 8.493  -1.35
C -16.884 17.589 10.603  -1.08
C -15.447 17.653 11.027  0.05
H -20.732 15.241 11.064  0.42
H -19.328 14.685 12.073  0.13
H -19.512 14.319 10.317  0.38
H -19.242 16.849 9.882  0.41
H -19.203 17.145 11.542  0.40
H -15.895 14.965 10.251  0.49
H -17.342 14.179 10.267  0.66
H -17.011 14.289 7.979  0.43
H -18.268 15.462 8.358  0.28
H -16.678 16.036 7.993  0.21
H -17.384 18.419 11.102  0.14
H -16.861 17.832 9.540  0.27
H -14.930 16.993 10.330  0.58
H -15.335 17.278 12.044  -0.32
H -14.997 18.638 10.907  -0.18
C -17.370 21.533 19.500  -1.04
C -18.470 22.424 18.955  -0.21
N -19.681 21.697 18.502  0.19
C -20.683 22.681 18.052  0.10
C -21.284 23.532 19.176  -1.57
C -19.499 20.572 17.590  -0.39
C -19.051 20.959 16.151  -0.28
H -17.711 20.943 20.351  0.39
H -16.551 22.145 19.878  0.48
H -16.979 20.829 18.765  -0.16
H -18.818 23.106 19.732  0.48
H -18.027 23.052 18.183  0.14
H -20.287 23.383 17.319  0.00
H -21.408 22.050 17.537  0.25
H -22.288 23.910 18.986  0.45
H -21.437 22.917 20.062  0.35
H -20.662 24.408 19.359  0.35
H -20.356 19.904 17.507  0.14
H -18.724 19.933 18.013  -0.44
H -18.598 20.051 15.753  0.39
H -18.235 21.682 16.151  0.20
H -19.871 21.308 15.524  0.24
C -22.005 16.025 14.415  -1.17
C -22.564 17.188 15.310  -0.26
N -22.878 18.393 14.539  -0.12
C -21.746 18.844 13.718  0.21
C -22.082 19.999 12.793  -1.52
C -23.225 19.411 15.511  0.31
C -24.577 19.139 16.226  -1.61
H -20.968 16.311 14.240  0.09
H -22.460 15.993 13.425  0.36
H -22.041 15.136 15.044  0.43
H -23.406 16.829 15.901  0.33
H -21.805 17.406 16.062  0.28
H -20.811 18.992 14.257  0.21
H -21.560 17.970 13.095  0.11
H -23.096 19.916 12.402  0.42
H -22.072 20.975 13.280  0.31
H -21.527 20.147 11.866  0.39
H -23.410 20.342 14.975  0.38
H -22.408 19.568 16.215  -0.27
H -25.414 19.041 15.535  0.33
H -24.806 19.942 16.927  0.45
H -24.438 18.247 16.837  0.38
C -15.298 13.526 15.249  -1.71
C -15.377 15.013 14.935  0.90
C -16.556 15.545 14.043  1.63
C -17.858 14.998 14.528  -0.36
N -18.896 14.590 14.874  -0.64
H -14.313 13.280 15.646  0.46
H -15.465 12.941 14.344  0.36
H -16.038 13.186 15.973  0.32
H -14.454 15.314 14.439  0.18
H -15.403 15.543 15.887  -0.61
H -16.421 15.317 12.986  -0.18
H -16.645 16.614 14.237  -0.35
C -15.012 29.194 11.370  -1.43
C -14.625 27.751 11.656  -0.45
C -15.362 26.629 10.853  1.19
C -15.396 26.764 9.408  0.13
N -15.393 26.901 8.279  -0.56
H -14.533 29.823 12.119  0.41
H -16.095 29.316 11.362  0.32
H -14.698 29.497 10.372  0.36
H -14.786 27.567 12.718  0.38
H -13.535 27.722 11.655  0.26
H -16.360 26.615 11.291  -0.06
H -14.839 25.684 10.999  -0.47

---

[2]
# C9H8GdN2O4

A molecular structure, C9H8GdN2O4 at a distorted geometry (wB97M-V/def2-TZVPD, the Open Molecules 2025 dataset).

2S+1 ... 8
Orbital gap (alpha / beta) ... 4.71 / 4.56 eV
E_tot ... -41425.23590 eV
ΔE to the lowest compared entry with this formula, charge and spin ... 171.8 kcal/mol
Highest occupied orbital energy (alpha / beta) ... -19.61 / -19.72 eV
Total charge ... +3

Last column: Mulliken charge in e.
Cartesian coordinates (Å):
Gd -0.063 0.909 -1.810  -0.32
C -1.804 -0.015 -2.500  0.39
O -2.719 -0.551 -2.796  0.08
C -0.264 2.077 -3.653  0.53
O -0.391 2.681 -4.632  -0.04
C 1.018 -0.380 -2.961  0.38
O 1.605 -1.174 -3.533  0.05
C -1.226 2.363 -0.986  0.35
O -1.893 3.105 -0.434  0.04
H 1.453 1.620 -1.080  0.20
H 1.398 2.164 -1.899  0.51
N 0.405 -1.905 3.826  -0.31
C 0.284 -1.325 2.699  1.07
C 0.575 0.081 2.472  -0.76
C 0.444 0.650 1.257  -0.07
N 0.037 -0.044 0.183  -0.18
C -0.258 -1.354 0.302  -0.12
C -0.156 -2.004 1.486  -0.73
H 0.723 -1.428 4.673  0.26
H 0.207 -2.896 3.976  0.26
H 0.916 0.657 3.344  0.37
H 0.691 1.751 1.116  0.33
H -0.592 -1.913 -0.626  0.32
H -0.392 -3.069 1.575  0.38

---

[3]
# C2H7N4

2 unconnected molecules or ions with the total composition C2H7N4 at a distorted geometry (wB97M-V/def2-TZVPD, the Open Molecules 2025 dataset).

2S+1 ... 3
Orbital gap (alpha / beta) ... 6.24 / 11.16 eV
E_tot ... -8137.11576 eV
ΔE to the lowest compared entry with this formula, charge and spin ... 5.6 kcal/mol
Highest occupied orbital energy (alpha / beta) ... -10.49 / -16.10 eV
Total charge ... +1

Last column: Mulliken charge in e.
Cartesian coordinates (Å):
C 0.178 1.444 0.163  0.14
C 0.404 -0.527 -1.128  -0.67
N 0.181 -3.449 0.921  -0.05
N -0.028 -2.347 1.024  -0.18
N -0.505 2.594 0.549  -0.35
N -0.317 0.594 -0.773  -0.12
H 1.047 1.131 0.757  0.37
H -0.047 -1.450 -1.302  0.39
H 1.434 -0.494 -1.317  0.37
H 0.033 -4.384 1.394  0.27
H 0.116 3.283 0.960  0.29
H -1.244 2.885 -0.068  0.25
H -1.251 0.721 -1.180  0.29

---

[4]
# C5H11NO2

A molecular structure, C5H11NO2 at a distorted geometry (wB97M-V/def2-TZVPD, the Open Molecules 2025 dataset).

Orbital gap ... 4.40 eV
E_tot ... -10934.23546 eV
ΔE to the lowest compared entry with this formula, charge and spin ... 346.6 kcal/mol
Highest occupied orbital energy ... -8.54 eV
Total charge ... 0

Last column: Mulliken charge in e.
Cartesian coordinates (Å):
O -2.587 0.189 2.188  -0.82
C -2.250 -0.195 -0.670  -0.36
O -2.164 -0.581 -1.959  -0.62
C -0.968 -0.180 0.210  -0.33
C 0.200 -0.713 -0.057  -0.17
C 0.479 0.139 -1.106  -0.06
C 1.499 1.207 -0.729  -0.78
N 3.053 -0.504 0.556  -0.68
H -3.059 -0.693 -0.116  0.39
H -1.392 0.102 1.183  0.66
H -2.677 0.833 -0.584  0.33
H 2.455 0.565 -0.178  0.30
H 0.763 -1.490 0.341  0.54
H -3.277 -0.062 2.887  0.21
H 0.010 -0.248 -2.032  0.46
H 1.660 1.982 -1.488  0.34
H 1.122 1.493 0.261  0.31
H 3.751 -0.519 1.229  0.12
H 3.379 -1.324 0.062  0.17